The following is a DFT calculation (the ωB97M-V functional and the def2-TZVPD basis) of an isolated molecule of C23H31NO3.

HOMO-LUMO gap = 9.349 eV
E = -1175.418633 Eh
Lowest unoccupied orbital energy = 0.7 eV

Each line ends with the Mulliken charge.
Geometry (Å):
C  4.86  2.05  0.27  -0.27
C  4.01  1.22  0.44  -1.81
C  3.04  0.19  0.80  2.12
C  2.41  0.55  2.16  -1.39
H  3.00  1.33  2.65  0.40
H  2.45  -0.34  2.80  0.31
C  0.98  1.01  1.89  -1.16
H  0.27  0.27  2.26  0.20
H  0.76  1.95  2.39  0.65
C  0.88  1.15  0.37  -1.09
C  -0.54  1.04  -0.20  0.11
C  -1.46  2.10  0.41  -1.29
C  -2.81  2.07  -0.29  -1.19
C  -3.43  0.71  -0.24  0.20
C  -4.71  0.55  0.11  -0.64
C  -5.40  -0.71  0.03  0.31
N  -6.57  -0.98  0.48  -0.62
O  -7.23  0.06  1.15  -0.38
H  -8.08  -0.33  1.39  0.36
C  -4.69  -1.80  -0.71  -0.76
C  -3.21  -1.78  -0.31  -1.15
H  -2.70  -2.60  -0.82  0.44
H  -3.14  -1.95  0.76  0.45
C  -2.55  -0.44  -0.66  0.64
H  -2.43  -0.38  -1.75  0.36
C  -1.14  -0.35  -0.02  0.20
C  -0.20  -1.38  -0.64  -1.55
C  1.21  -1.30  -0.06  -1.73
H  1.85  -2.03  -0.57  0.47
H  1.18  -1.57  0.99  0.54
C  1.84  0.10  -0.20  1.78
C  2.26  0.33  -1.67  -0.62
C  2.30  1.77  -2.17  -1.29
H  2.95  2.38  -1.55  0.22
H  2.70  1.78  -3.18  0.47
H  1.31  2.22  -2.20  0.24
H  3.25  -0.11  -1.81  0.36
H  1.57  -0.22  -2.31  0.39
H  -0.57  -2.39  -0.46  0.59
H  -0.17  -1.23  -1.72  0.20
H  -1.25  -0.56  1.05  0.31
H  -5.14  -2.77  -0.49  0.41
H  -4.78  -1.61  -1.78  0.31
H  -5.30  1.40  0.45  0.43
H  -3.49  2.81  0.14  0.47
H  -2.66  2.34  -1.35  0.42
H  -1.60  1.89  1.47  0.45
H  -1.01  3.09  0.32  0.36
H  -0.48  1.24  -1.28  0.46
H  1.27  2.15  0.11  1.10
O  3.72  -1.07  1.00  -0.38
C  4.66  -1.52  0.17  0.77
O  5.00  -0.99  -0.86  -0.54
C  5.24  -2.80  0.71  -1.31
H  6.02  -2.55  1.42  0.32
H  5.69  -3.37  -0.11  0.36
H  4.48  -3.39  1.21  0.34
H  5.57  2.78  0.05  0.65